No. 1
ORCA calculation (ωB97M-V with the def2-TZVPD basis set) on a structure of composition C38H47B11Br7N3O2P2ReSi2.

Cartesian coordinates (Å):
Re  -0.082  1.213  -0.125
C  2.369  3.074  3.689
Si  0.746  2.544  2.949
C  -0.168  3.958  2.151
C  -0.270  1.727  4.285
N  1.083  1.415  1.542
P  1.899  -0.032  1.441
C  1.213  -0.240  -0.159
P  1.104  -0.744  -1.837
N  -0.038  0.429  -2.068
Si  -1.052  0.530  -3.618
C  0.163  0.336  -5.041
C  -1.835  2.203  -3.799
C  -2.306  -0.824  -3.796
C  2.613  -0.528  -2.766
C  3.537  -1.576  -2.766
C  4.735  -1.432  -3.446
C  5.002  -0.261  -4.141
C  4.080  0.779  -4.148
C  2.893  0.652  -3.450
C  0.662  -2.469  -1.955
C  0.239  -3.010  -3.171
C  -0.057  -4.359  -3.253
C  0.094  -5.175  -2.139
C  0.550  -4.647  -0.941
C  0.832  -3.294  -0.846
C  1.357  -1.282  2.598
C  0.289  -2.146  2.352
C  -0.083  -3.062  3.322
C  0.578  -3.097  4.543
C  1.632  -2.230  4.796
C  2.035  -1.335  3.821
C  3.688  -0.089  1.526
C  4.535  0.952  1.888
C  5.904  0.737  1.939
C  6.428  -0.506  1.612
C  5.586  -1.545  1.241
C  4.217  -1.343  1.206
H  2.140  3.597  4.619
H  3.015  2.241  3.959
H  2.927  3.766  3.056
H  -0.423  4.686  2.923
H  0.431  4.479  1.402
H  -1.120  3.648  1.714
H  -0.028  2.233  5.222
H  -1.342  1.828  4.130
H  -0.040  0.670  4.421
H  0.649  1.277  -5.294
H  0.942  -0.415  -4.938
H  -0.439  0.046  -5.905
H  -2.693  2.354  -3.149
H  -2.215  2.234  -4.824
H  -1.137  3.035  -3.709
H  -1.895  -1.826  -3.689
H  -3.149  -0.739  -3.118
H  -2.685  -0.735  -4.818
H  3.315  -2.506  -2.259
H  5.450  -2.243  -3.452
H  5.928  -0.161  -4.689
H  4.287  1.684  -4.702
H  2.173  1.458  -3.450
H  0.133  -2.390  -4.049
H  -0.404  -4.776  -4.188
H  -0.140  -6.228  -2.210
H  0.679  -5.286  -0.079
H  1.183  -2.889  0.093
H  -0.250  -2.126  1.414
H  -0.893  -3.748  3.124
H  0.276  -3.810  5.297
H  2.151  -2.264  5.743
H  2.883  -0.689  4.010
H  4.139  1.924  2.125
H  6.562  1.542  2.234
H  7.497  -0.667  1.652
H  5.993  -2.515  0.994
H  3.563  -2.169  0.945
Br  -1.742  0.410  1.637
B  -3.605  -0.394  1.473
B  -4.437  -0.557  3.004
C  -5.348  -1.967  2.758
B  -3.772  -1.989  2.171
B  -5.078  -2.786  1.285
B  -6.562  -1.853  1.574
B  -6.168  -0.476  2.635
B  -5.031  0.581  1.776
Br  -4.883  2.500  2.055
B  -6.370  -0.229  0.888
Br  -7.849  0.779  0.160
B  -5.677  -1.668  0.039
Br  -6.339  -2.306  -1.664
B  -3.938  -1.741  0.428
Br  -2.500  -2.422  -0.717
B  -4.747  -0.146  0.158
Br  -4.451  0.989  -1.384
H  -4.016  -0.257  4.063
H  -5.552  -2.572  3.628
H  -2.914  -2.615  2.677
H  -5.099  -3.960  1.222
H  -7.585  -2.418  1.701
H  -6.920  -0.127  3.467
Br  3.464  2.281  -0.670
C  2.076  3.417  -1.171
C  2.428  4.654  -1.702
C  1.443  5.558  -2.044
C  0.118  5.194  -1.843
C  -0.147  3.948  -1.330
N  0.804  3.046  -0.990
C  -1.567  3.527  -1.080
O  -2.508  4.241  -1.208
O  -1.622  2.260  -0.638
H  3.475  4.885  -1.828
H  1.703  6.526  -2.449
H  -0.717  5.842  -2.068

Output
* total energy: -21422.46812 Ha
* 2S+1: 2
* total charge: +2

No. 2
ORCA calculation (ωB97M-V with the def2-TZVPD basis set) on a structure of composition C38H47BiN3O4PSb.

Cartesian coordinates (Å):
Bi  -0.387  0.167  -0.389
O  -4.134  -1.754  -0.418
C  -3.516  -0.730  -0.304
N  -2.358  -0.590  0.493
C  -2.427  -0.996  1.788
O  -3.334  -1.562  2.357
C  -1.199  -0.596  2.586
C  -1.163  -0.852  3.939
C  -0.079  -0.402  4.676
C  0.934  0.286  4.032
C  0.852  0.483  2.667
N  -0.201  0.049  1.957
C  -3.937  0.535  -1.003
C  -5.206  0.622  -1.549
C  -5.584  1.824  -2.125
C  -4.679  2.874  -2.135
C  -3.417  2.677  -1.590
N  -3.041  1.525  -1.032
H  -1.994  -1.390  4.373
H  -0.027  -0.588  5.741
H  1.791  0.673  4.566
H  1.648  0.973  2.129
H  -5.864  -0.234  -1.498
H  -6.570  1.940  -2.555
H  -4.937  3.836  -2.559
H  -2.685  3.476  -1.600
O  3.675  1.647  0.501
C  2.591  1.562  -0.034
O  1.863  0.464  -0.014
C  1.952  2.744  -0.741
P  0.332  3.097  0.054
C  0.721  3.721  1.703
C  2.002  4.057  2.133
C  2.201  4.477  3.444
C  1.130  4.570  4.322
C  -0.152  4.237  3.897
C  -0.352  3.803  2.597
C  -0.230  4.526  -0.913
C  -0.325  5.805  -0.373
C  -0.751  6.863  -1.169
C  -1.082  6.649  -2.498
C  -0.997  5.371  -3.040
C  -0.580  4.313  -2.249
H  1.729  2.462  -1.773
H  2.606  3.613  -0.751
H  2.855  3.976  1.470
H  3.199  4.734  3.776
H  1.292  4.899  5.340
H  -0.989  4.310  4.579
H  -1.349  3.521  2.270
H  -0.069  5.979  0.665
H  -0.818  7.857  -0.746
H  -1.408  7.477  -3.114
H  -1.258  5.202  -4.076
H  -0.538  3.314  -2.673
C  1.029  -5.480  0.609
C  0.346  -4.144  0.886
C  -1.172  -4.309  0.841
C  0.768  -3.629  2.264
Sb  0.880  -2.604  -0.564
C  -0.160  -3.141  -2.427
C  -1.611  -2.683  -2.277
C  -0.129  -4.632  -2.757
C  0.466  -2.350  -3.576
C  3.044  -2.644  -0.934
C  3.503  -4.006  -1.450
C  3.401  -1.570  -1.961
C  3.720  -2.316  0.397
H  0.592  -6.227  1.283
H  2.095  -5.443  0.822
H  0.890  -5.838  -0.409
H  -1.475  -4.939  1.686
H  -1.503  -4.812  -0.068
H  -1.720  -3.370  0.929
H  0.486  -4.374  3.018
H  0.268  -2.694  2.523
H  1.842  -3.476  2.345
H  -2.126  -3.076  -1.405
H  -2.176  -2.998  -3.162
H  -1.697  -1.591  -2.242
H  -0.716  -5.217  -2.048
H  0.876  -5.047  -2.794
H  -0.579  -4.782  -3.746
H  0.581  -1.283  -3.355
H  -0.188  -2.429  -4.452
H  1.440  -2.738  -3.863
H  2.946  -4.345  -2.321
H  3.465  -4.781  -0.690
H  4.550  -3.907  -1.758
H  3.127  -1.857  -2.973
H  4.491  -1.446  -1.946
H  2.962  -0.601  -1.729
H  3.451  -3.021  1.182
H  3.497  -1.302  0.731
H  4.805  -2.393  0.257

Output
* total energy: -2737.49836 Ha
* total charge: +1

No. 3
ORCA calculation (ωB97M-V with the def2-TZVPD basis set) on a structure of composition C38H47Cl2N5NaO2P2.

Cartesian coordinates (Å):
Na  -0.436  0.432  0.040
C  2.160  4.463  -3.278
C  1.055  3.951  -2.335
C  0.720  4.976  -1.255
P  1.167  2.265  -1.562
C  1.652  1.234  -3.035
C  2.314  -0.078  -2.645
C  0.421  0.991  -3.901
C  2.673  2.256  -0.530
C  3.660  3.229  -0.571
C  4.778  3.196  0.255
C  4.894  2.140  1.151
C  3.926  1.162  1.232
C  2.770  1.185  0.412
N  1.767  0.289  0.514
C  2.005  -0.897  1.193
C  2.941  -1.818  0.683
C  3.078  -3.078  1.214
C  2.274  -3.481  2.278
C  1.378  -2.578  2.816
C  1.258  -1.271  2.330
P  0.397  0.054  3.259
C  -1.421  -0.346  3.322
C  -1.933  -1.206  2.177
C  -2.196  0.965  3.424
C  0.919  -0.217  5.027
C  0.522  -1.482  5.796
C  2.428  0.006  5.112
H  1.750  4.728  -4.254
H  2.965  3.749  -3.448
H  2.626  5.366  -2.875
H  0.147  3.829  -2.939
H  1.545  5.093  -0.553
H  -0.163  4.681  -0.686
H  0.521  5.952  -1.705
H  2.387  1.805  -3.617
H  1.664  -0.702  -2.032
H  3.226  0.088  -2.072
H  2.574  -0.633  -3.554
H  -0.353  0.463  -3.339
H  0.687  0.386  -4.773
H  -0.016  1.920  -4.270
H  3.569  4.047  -1.271
H  5.526  3.976  0.200
H  5.750  2.086  1.816
H  4.034  0.369  1.961
H  3.536  -1.516  -0.171
H  3.796  -3.769  0.784
H  2.347  -4.482  2.685
H  0.745  -2.904  3.627
H  -1.604  -0.905  4.246
H  -1.638  -0.877  1.171
H  -3.025  -1.225  2.175
H  -1.573  -2.232  2.237
H  -2.014  1.608  2.557
H  -1.920  1.538  4.313
H  -3.270  0.766  3.467
H  0.437  0.637  5.523
H  1.336  -2.207  5.796
H  -0.357  -1.984  5.393
H  0.301  -1.247  6.841
H  2.960  -0.805  4.610
H  2.762  0.032  6.152
H  2.717  0.941  4.631
Cl  -3.575  -2.521  -2.489
C  -4.007  -0.996  -1.770
C  -5.363  -0.675  -1.682
C  -5.763  0.516  -1.148
Cl  -7.467  0.891  -1.059
C  -4.806  1.440  -0.663
C  -5.146  2.689  -0.096
C  -4.159  3.513  0.359
C  -2.826  3.076  0.259
N  -2.476  1.930  -0.261
C  -3.435  1.101  -0.741
C  -2.977  -0.159  -1.330
O  -1.742  -0.433  -1.413
H  -6.093  -1.386  -2.044
H  -6.187  2.969  -0.028
H  -4.380  4.475  0.797
H  -2.022  3.700  0.638
C  0.478  -6.670  2.021
N  0.301  -5.659  0.999
C  1.090  -5.679  -0.103
C  1.003  -4.728  -1.048
C  0.024  -3.694  -0.824
N  -0.762  -3.678  0.231
C  -0.639  -4.620  1.202
O  -1.309  -4.621  2.225
N  -0.087  -2.708  -1.721
H  0.325  -7.666  1.602
H  -0.258  -6.482  2.798
H  1.480  -6.606  2.453
H  1.793  -6.501  -0.160
H  1.642  -4.736  -1.917
H  0.503  -2.702  -2.531
H  -0.806  -1.983  -1.619

Output
* total energy: -3666.07289 Ha
* total charge: -1